[1]
Density functional theory data (ωB97M-V/def2-TZVPD) for C3H4ClFO in the gas phase.

The geometry in XYZ format:
```
10
Properties=species:S:1:pos:R:3:forces:R:3
O -1.524978 -1.555638 0.185979 -3.22 -0.60 -2.73
C -0.212309 -1.216606 -0.025548 1.66 -3.00 -0.92
C 0.539978 -0.752120 1.220468 -0.45 0.46 1.28
C 0.447884 0.085828 -0.016714 -0.48 1.69 0.15
F 1.604685 0.165830 -0.714597 0.35 -0.36 -0.28
Cl -0.388292 1.629532 -0.258762 -0.10 -0.55 0.55
H -2.156054 -1.815913 -0.678520 3.19 1.37 3.12
H 0.408504 -1.957526 -0.637802 -1.02 0.94 0.67
H -0.098200 -0.544408 2.140839 0.83 -0.04 -1.57
H 1.551069 -1.134157 1.448754 -0.76 0.11 -0.26
```
Positions in Å, forces in eV/Å.

Computed properties:
Multiplicity: 1
LUMO: 0.461 eV
SMILES: O[C@@H]1C[C@]1(F)Cl
Relative energy (zero: lowest compared OMol25 entry of this formula, charge and spin): 35.75 kcal/mol
HOMO: -0.3701 hartree

=====

[2]
Density functional theory data (ωB97M-V/def2-TZVPD) for 12 unconnected molecules or ions with the total composition C50H95F9O12P.

The geometry in XYZ format:
```
167
Properties=species:S:1:pos:R:3:forces:R:3
C 0.751590 0.551644 0.379945 -0.20 -0.90 -0.42
C 0.022689 -0.272078 -0.814840 0.60 0.26 1.46
C -0.724154 -1.503208 -0.089648 -0.26 0.40 -0.57
C -2.003536 -2.029579 -0.878409 -0.27 -0.79 0.09
C -2.646049 -3.351354 -0.217027 0.83 0.78 0.38
C -2.927765 -3.064064 1.328476 -0.15 -0.80 0.02
C -4.057074 -4.027897 1.971607 0.48 1.03 0.20
C -5.523379 -3.369272 1.889599 0.51 -0.70 1.09
C -6.304511 -3.708939 0.536334 0.07 -0.37 0.46
P -7.634945 -2.417023 0.090569 0.63 -1.76 0.61
C -9.222466 -2.961864 0.956081 -1.64 -0.51 0.52
O -10.435561 -2.503438 0.350096 1.65 -0.75 -0.24
C -10.684825 -3.124384 -0.930358 -1.11 0.73 -2.35
C -11.586185 -2.068742 -1.764270 0.11 -0.26 1.55
C -12.975168 -1.901693 -0.979876 -0.26 -0.36 -0.70
C -7.040936 -0.671344 0.617504 1.70 0.37 -0.43
F -5.668183 -0.634546 0.233078 -2.49 -0.04 1.19
F -7.181587 -0.509132 2.010919 0.19 -0.22 -3.52
C -7.758995 0.492355 -0.201298 -1.78 -0.19 -1.31
F -9.082085 0.020266 -0.454915 2.27 0.63 0.66
F -7.200178 0.676877 -1.483540 -0.76 -0.44 3.17
C -7.929583 1.874387 0.575778 -1.55 1.66 -0.83
F -8.486027 2.779395 -0.362453 1.24 -2.04 1.63
F -8.875683 1.796198 1.610954 2.21 -0.37 -1.98
C -6.575538 2.532213 1.112197 0.15 2.79 0.76
F -5.450122 2.233647 0.364298 -2.35 -0.04 1.85
F -6.460171 2.255256 2.468779 0.45 0.07 -2.83
F -6.746427 3.929018 1.011910 0.44 -3.01 0.30
H 1.214524 -0.226071 1.081749 -0.55 1.28 -0.89
H 1.569982 1.238548 -0.000463 -1.14 -0.73 0.43
H -0.058832 1.130393 0.924678 1.11 -0.54 -0.49
H -0.699078 0.458448 -1.304560 0.74 -1.20 0.35
H 0.819501 -0.606073 -1.548130 -1.22 0.31 0.72
H -0.010308 -2.376409 0.094195 -0.77 1.21 -0.34
H -1.027579 -1.115665 0.939000 0.21 -0.59 -1.27
H -1.757316 -2.306232 -1.963334 -0.20 0.68 1.44
H -2.832578 -1.235568 -0.872594 1.22 -0.91 -0.14
H -3.566404 -3.643952 -0.819541 0.98 0.33 0.88
H -1.901123 -4.219361 -0.272080 -1.05 1.13 -0.08
H -3.192081 -1.963533 1.496556 0.13 -1.46 -0.26
H -1.956927 -3.231834 1.914541 -1.34 0.23 -0.93
H -4.027799 -5.067142 1.509599 -0.06 1.28 0.55
H -3.777409 -4.118834 3.081445 -0.71 -0.04 -1.56
H -6.109618 -3.794436 2.781440 0.55 0.74 -1.43
H -5.391138 -2.265495 2.106324 -0.26 -1.29 -0.52
H -6.861468 -4.696745 0.725286 0.49 1.53 -0.46
H -5.636861 -3.905307 -0.363808 -0.79 0.67 1.13
H -7.779064 -2.490977 -1.336490 0.01 0.57 0.86
H -9.223168 -2.626604 2.048000 0.28 -0.27 -1.46
H -9.238166 -4.106367 0.955720 0.55 1.37 -0.05
H -11.247314 -4.110252 -0.871013 0.74 1.11 0.41
H -9.758115 -3.305301 -1.564759 -0.69 0.15 1.09
H -11.036138 -1.076249 -1.758191 -0.55 -1.24 -0.11
H -11.749769 -2.388516 -2.837860 0.30 0.20 1.35
H -12.995103 -2.401735 0.042612 0.31 0.74 -1.30
H -13.773482 -2.437935 -1.602986 0.89 1.05 0.98
H -13.211854 -0.800944 -0.851355 0.03 -1.45 -0.20
C 1.294244 1.864605 -5.430067 0.27 0.15 0.31
C 1.213440 0.495657 -4.809173 0.20 -0.12 0.78
O 1.752890 0.251273 -3.743465 -0.43 0.13 -0.72
C 0.440618 -0.559854 -5.554402 0.07 -0.25 0.24
H 1.881007 2.520434 -4.783711 -0.09 -0.09 -0.03
H 1.784438 1.802742 -6.404126 -0.21 0.02 -0.08
H 0.291933 2.284382 -5.536967 0.04 -0.04 -0.21
H 0.892660 -0.730166 -6.534212 -0.15 0.05 -0.06
H -0.600255 -0.248612 -5.666647 0.06 0.05 -0.20
H 0.467751 -1.493937 -4.990033 0.03 0.11 -0.06
C 4.370738 1.373155 -2.414543 -0.37 -0.24 0.24
C 3.979799 2.740838 -1.922990 -0.51 -0.02 0.17
O 2.867826 2.962085 -1.480573 0.40 -0.02 -0.12
C 5.020537 3.825774 -2.000548 -0.29 0.43 0.18
H 3.526605 0.692625 -2.300018 0.09 0.15 -0.03
H 4.640694 1.421666 -3.471319 0.25 -0.03 0.10
H 5.209475 0.993989 -1.826403 0.19 0.11 -0.23
H 5.318202 3.980280 -3.039126 0.23 -0.15 0.10
H 5.887199 3.552525 -1.395971 0.10 -0.07 -0.26
H 4.602434 4.757440 -1.613170 -0.01 -0.12 -0.02
C 4.724890 0.465085 2.067946 -0.33 0.16 -0.27
C 4.332162 -0.989048 2.057512 -0.39 -0.25 -0.26
O 3.367630 -1.376545 1.426541 0.36 0.10 0.21
C 5.179467 -1.941904 2.857567 -0.16 -0.25 -0.24
H 4.026430 1.033185 1.449706 0.06 -0.07 0.06
H 4.685700 0.853449 3.087691 0.22 -0.01 -0.02
H 5.730333 0.581434 1.657801 0.05 0.03 0.21
H 5.160239 -1.660850 3.912321 0.18 0.00 -0.04
H 6.205228 -1.931703 2.481713 0.05 0.16 0.18
H 4.780731 -2.950499 2.758369 0.04 0.21 0.05
C 4.220703 -1.017478 -5.566533 -0.41 -0.10 -0.07
C 4.358479 -1.801854 -6.843904 -0.45 -0.24 -0.24
O 3.394531 -2.323203 -7.371548 0.31 0.23 0.19
C 5.735295 -1.915752 -7.442949 -0.11 -0.24 -0.32
H 3.176121 -1.019151 -5.251241 0.28 -0.09 -0.02
H 4.823644 -1.477629 -4.781122 0.11 0.21 -0.01
H 4.534889 0.015976 -5.729509 0.20 -0.06 0.14
H 6.405960 -2.415277 -6.740846 0.08 0.21 0.02
H 6.117233 -0.922644 -7.688404 0.13 -0.04 0.18
H 5.683618 -2.507268 -8.358878 -0.02 0.07 0.11
C -7.111312 -1.724394 7.105809 -0.05 -0.49 -0.49
C -7.087016 -1.722675 5.602916 0.02 -0.61 0.11
O -7.270819 -2.744225 4.961005 0.00 0.40 -0.09
C -6.826965 -0.409562 4.913825 -0.02 -0.18 -0.38
H -7.308901 -2.736752 7.462852 0.02 0.12 -0.04
H -6.144513 -1.399572 7.493286 -0.16 0.19 0.07
H -7.901970 -1.067025 7.465296 0.28 0.09 0.09
H -5.846689 -0.024206 5.202283 -0.13 0.15 0.13
H -7.606920 0.309232 5.174256 0.17 0.10 0.13
H -6.839303 -0.567527 3.835043 0.11 0.06 0.72
C 8.690033 4.466739 -3.122471 -0.26 -0.09 0.31
C 8.322495 3.312603 -4.017716 -0.30 -0.52 0.02
O 7.510624 2.475543 -3.668644 0.26 0.30 -0.07
C 8.998335 3.235918 -5.359889 -0.28 -0.25 0.00
H 8.127517 4.394971 -2.189754 0.07 0.00 -0.11
H 9.756623 4.432880 -2.891492 0.00 0.17 -0.14
H 8.439166 5.410564 -3.610946 0.22 0.01 -0.02
H 10.078691 3.147657 -5.227627 0.00 0.23 -0.10
H 8.761480 4.124776 -5.947556 0.28 0.01 -0.01
H 8.638510 2.356131 -5.896350 0.03 0.10 0.07
C 11.540820 3.070444 -9.046350 -0.35 -0.21 0.10
C 11.156272 4.440885 -8.555137 -0.44 0.35 0.15
O 10.044511 4.664012 -8.111350 0.34 -0.17 -0.09
C 12.199357 5.520609 -8.634420 -0.19 0.15 0.09
H 10.692672 2.392861 -8.929376 0.07 0.09 -0.02
H 11.809132 3.116271 -10.103646 0.20 -0.03 0.09
H 12.378868 2.687518 -8.460223 0.12 0.07 -0.19
H 12.496615 5.674683 -9.674292 0.13 -0.09 0.04
H 13.067902 5.243702 -8.028461 -0.18 0.07 -0.38
H 11.784266 6.453500 -8.247063 -0.01 -0.11 -0.06
C 2.475834 -5.988805 3.167390 -0.21 0.33 -0.01
C 3.722633 -5.536325 3.880104 0.08 0.57 0.22
O 3.861946 -4.383020 4.237270 -0.12 -0.56 -0.05
C 4.789680 -6.568129 4.132802 0.24 0.23 0.16
H 1.796664 -5.141684 3.054299 0.12 -0.07 0.02
H 2.731250 -6.367751 2.175694 -0.04 -0.18 0.09
H 1.974894 -6.764298 3.750724 0.09 -0.13 -0.16
H 5.147682 -6.972877 3.183867 -0.11 -0.18 0.07
H 4.391464 -7.369300 4.758786 0.01 -0.11 -0.19
H 5.628132 -6.101472 4.652871 -0.12 -0.03 -0.06
C 14.180633 6.266445 -4.767084 -0.28 0.09 -0.30
C 14.837094 5.175714 -5.570680 -0.13 -0.14 -0.46
O 14.439205 4.883497 -6.682699 0.42 -0.02 0.68
C 16.004656 4.460907 -4.945207 0.05 -0.24 -0.32
H 13.355762 6.692640 -5.341290 0.10 -0.06 0.05
H 13.783944 5.855182 -3.836665 0.18 0.11 0.09
H 14.903160 7.056517 -4.552989 -0.02 -0.09 0.20
H 15.688764 3.969635 -4.022637 0.11 0.17 0.09
H 16.808007 5.170986 -4.738934 -0.07 -0.03 0.20
H 16.376776 3.702300 -5.636063 -0.06 0.10 0.07
C -10.313187 0.834070 8.587190 0.23 -0.12 -0.28
C -9.508473 0.145246 9.657810 0.45 -0.31 0.04
O -8.507466 -0.491787 9.385767 -0.51 0.40 0.25
C -9.990347 0.275350 11.077463 0.30 -0.22 0.12
H -9.850203 0.655514 7.614572 -0.05 0.02 0.10
H -11.328762 0.433807 8.570111 -0.04 0.20 0.09
H -10.334391 1.909838 8.772401 -0.20 -0.05 0.05
H -10.991796 -0.149681 11.170518 -0.05 0.21 0.02
H -9.997372 1.326525 11.372849 -0.22 -0.03 -0.02
H -9.315784 -0.269914 11.739822 -0.07 0.06 -0.10
C -4.613970 0.326888 9.429264 0.07 -0.24 0.30
C -3.289388 1.033780 9.551230 0.52 -0.22 0.45
O -2.444448 0.658486 10.337879 -0.36 0.15 -0.33
C -3.054208 2.224383 8.659037 0.33 0.10 0.11
H -4.643410 -0.509171 10.130255 0.01 0.10 -0.08
H -5.426813 1.014744 9.671041 -0.06 -0.04 -0.22
H -4.735480 -0.061613 8.416460 -0.12 0.20 -0.01
H -3.797549 2.997051 8.866341 -0.07 -0.06 -0.19
H -3.107416 1.920466 7.611368 -0.18 0.11 0.00
H -2.061212 2.632586 8.854973 -0.12 -0.07 -0.01
```
Positions in Å, forces in eV/Å.

Computed properties:
Multiplicity: 1
Net charge: +1
LUMO: -3.045 eV
HOMO: -0.3719 hartree

=====

Number 1: frontier orbital gap 10.532 eV. Number 2: frontier orbital gap 7.075 eV.